[1]
ORCA calculation (ωB97M-V/def2-TZVPD) on a cluster of 2 separate species, C8H12BrN3 in total.

XYZ file:
```
24
Properties=species:S:1:pos:R:3:forces:R:3:lowdin_charge:R:1
C 3.45776 -1.59930 -1.14905 -0.45 1.09 1.21 -0.088
C 3.32135 -0.74311 -0.01307 0.63 -0.77 -0.18 -0.050
C 2.20252 -1.96805 -1.53315 1.13 -1.58 -1.48 -0.155
C 1.99709 -0.67806 0.27386 -0.87 0.65 -0.61 -0.272
C 1.39902 0.17327 1.25047 1.89 -0.27 -0.99 -0.063
C -1.88307 1.71003 -1.10293 -1.80 0.36 0.18 -0.689
C -3.01395 1.02592 -0.92495 1.48 -0.78 1.31 -0.262
C -3.44593 0.60365 0.43363 -2.27 -0.65 0.20 -0.125
N 1.32180 -1.43154 -0.67694 -3.28 0.36 0.33 0.052
N 0.16831 0.34357 1.43593 -2.62 -1.19 1.38 -0.148
N -0.50708 0.75976 2.45150 -2.85 1.03 0.32 0.011
Br -1.22421 2.13941 -2.75926 0.56 0.20 -1.40 0.697
H 4.40691 -1.80237 -1.52165 1.10 -0.76 -1.00 0.074
H 4.11314 -0.31924 0.59825 -0.20 0.01 -0.32 0.112
H 1.92890 -2.71227 -2.30610 -0.02 0.88 0.62 0.125
H 1.96790 0.75570 1.91376 1.22 0.31 0.70 0.125
H -1.49817 2.37863 -0.36114 0.50 -0.40 0.74 0.047
H -3.58486 0.52665 -1.66431 -0.09 -0.04 -1.26 0.086
H -2.76894 0.74862 1.23240 0.77 1.07 0.83 0.018
H -3.60528 -0.49693 0.53180 -0.10 0.53 -0.71 0.086
H -4.46290 1.05004 0.63123 0.99 -0.36 0.21 0.095
H 0.26837 -1.48308 -0.88178 2.50 0.29 0.82 0.193
H -0.55401 -0.13832 0.94458 0.15 -0.52 -1.64 0.128
H -0.00467 1.15703 3.19695 1.62 0.53 0.76 0.007
```
Forces are in eV/Å.

Values from the calculation:
Lowest unoccupied orbital energy (alpha / beta), hartree: 0.023 / 0.023
E_HOMO (alpha / beta), eV: -7.000 / -7.001
2S+1: 1
HOMO-LUMO gap (alpha / beta), eV: 7.62 / 7.62

[2]
ORCA calculation (ωB97M-V/def2-TZVPD) on a structure of composition C2H4ClNS.

XYZ file:
```
9
Properties=species:S:1:pos:R:3:forces:R:3:lowdin_charge:R:1
C -1.07690 0.88612 0.00708 -1.54 0.65 0.62 -0.928
C 0.73815 -1.20851 -0.05808 -1.71 4.66 0.39 0.110
N 0.14160 0.60484 -0.25399 5.30 -2.56 0.32 -0.505
S -2.21478 -0.20019 0.32104 -1.39 -1.35 0.18 0.627
Cl 1.42783 1.83318 0.09176 -1.36 -1.04 -0.41 0.529
H -1.35956 1.90256 -0.00749 0.05 1.40 -0.03 0.037
H 0.13256 -1.40546 -0.93507 0.34 -1.20 0.31 0.046
H 1.77714 -0.97031 -0.14102 0.53 -0.31 -0.45 0.025
H 0.43395 -1.44222 0.97576 -0.23 -0.25 -0.92 0.060
```
Forces are in eV/Å.

Values from the calculation:
Lowest unoccupied orbital energy, hartree: -0.021
E_HOMO, eV: -8.560
2S+1: 1
HOMO-LUMO gap, eV: 7.99

Number 1: calculated total energy -82999.2646 eV. Number 2: calculated total energy -26983.3012 eV.